*one*
Entry from the Open Molecules 2025 dataset: a cluster of 9 separate species, C6H29NO9 in total (ωB97M-V/def2-TZVPD).

Each atom is followed by the atoms it is bonded to, with distances in Å.
Geometry (Å):
1 O 3.69 0.11 1.49  H18 0.921, H33 0.969
2 O 0.08 -3.90 1.50  H40 0.951, H42 0.918
3 O 2.27 2.71 3.54  H30 0.955, H34 0.861
4 O 1.03 -0.17 2.15  C11 1.206
5 O -2.37 -2.63 1.61  H25 0.974, H45 0.992
6 O 0.10 3.26 -0.56  H27 0.942, H38 0.900
7 O 3.01 2.94 -0.37  H31 0.938, H43 0.920
8 O 2.47 -2.01 -2.12  H22 0.965, H39 1.076
9 O -0.60 -3.07 -1.19  H19 0.935, H37 0.966
10 N -1.62 0.20 -0.32  C12 1.526, C13 1.505, C14 1.501
11 C 0.12 -0.32 1.37  O4 1.206, C14 1.523, H17 1.094
12 C -1.87 0.36 -1.82  N10 1.526, C15 1.494, H35 1.222, H44 1.137
13 C -2.64 1.01 0.44  N10 1.505, H23 1.101, H26 1.124, H28 0.983
14 C -0.27 0.57 0.20  N10 1.501, C11 1.523, C16 1.530, H20 1.035
15 C -2.81 -0.76 -2.10  C12 1.494, H21 1.162, H36 1.181, H41 1.025
16 C 0.83 0.33 -0.84  C14 1.530, H24 1.046, H29 1.212, H32 1.092
17 H -0.36 -1.30 1.30  C11 1.094
18 H 2.81 -0.15 1.62  O1 0.921
19 H 0.23 -3.50 -1.27  O9 0.935
20 H -0.54 1.50 0.56  C14 1.035
21 H -3.89 -0.71 -1.66  C15 1.162
22 H 2.25 -1.88 -1.19  O8 0.965
23 H -3.65 0.59 0.25  C13 1.101
24 H 1.29 -0.60 -0.77  C16 1.046
25 H -2.05 -2.05 0.89  O5 0.974
26 H -2.42 0.99 1.54  C13 1.124
27 H -0.39 4.06 -0.58  O6 0.942
28 H -2.81 1.96 0.27  C13 0.983
29 H 1.53 1.32 -0.74  C16 1.212
30 H 1.76 2.85 2.75  O3 0.955
31 H 3.39 2.28 -0.92  O7 0.938
32 H 0.46 0.69 -1.80  C16 1.092
33 H 3.91 0.86 2.06  O1 0.969
34 H 1.85 2.06 3.92  O3 0.861
35 H -0.79 0.31 -2.40  C12 1.222
36 H -3.22 -0.67 -3.21  C15 1.181
37 H -1.13 -3.35 -1.94  O9 0.966
38 H 0.84 3.49 -1.02  O6 0.900
39 H 3.51 -1.76 -2.03  O8 1.076
40 H 0.52 -3.12 1.17  O2 0.951
41 H -2.37 -1.64 -1.83  C15 1.025
42 H -0.81 -3.72 1.39  O2 0.918
43 H 3.47 3.50 0.20  O7 0.920
44 H -2.46 1.33 -1.89  C12 1.137
45 H -2.34 -1.97 2.34  O5 0.992

Values from the calculation:
Gap between HOMO and LUMO, eV: 8.98
SMILES: CCN(C)[C@H](C)C=O.O.O.O.O.O.O.O.O
HOMO level, eV: -8.832

***

*two*
Entry from the Open Molecules 2025 dataset: a cluster of 9 separate species, C6H29NO9 in total (ωB97M-V/def2-TZVPD).

Each atom is followed by the atoms it is bonded to, with distances in Å.
Geometry (Å):
1 O 1.60 1.48 -0.25  H20 0.967, H36 0.973
2 O -1.58 3.95 -1.28  H17 0.964, H41 0.979
3 O -3.23 -1.74 -0.55  H43 0.960, H45 0.962
4 O -2.08 -1.46 -3.10  H25 0.967, H44 0.967
5 O 0.41 -1.06 -0.52  C15 1.243
6 O 1.37 0.13 -3.13  H24 0.963, H33 0.959
7 O -1.32 0.90 -1.88  H19 0.964, H31 0.959
8 O 2.66 -1.96 -1.93  H37 0.961, H38 0.966
9 O 0.20 3.57 0.78  H18 0.965, H34 0.984
10 N 1.93 -1.90 0.88  C15 1.340, C16 1.452, H27 1.022
11 C -0.26 -1.31 1.80  C13 1.550, C15 1.518, H28 1.086, H30 1.093
12 C -0.19 0.94 3.83  C14 1.514, H22 1.093, H40 1.095, H42 1.094
13 C -1.19 -0.08 1.67  C11 1.550, C14 1.539, H21 1.083, H39 1.085
14 C -1.42 0.71 2.98  C12 1.514, C13 1.539, H23 1.100, H29 1.093
15 C 0.71 -1.38 0.64  O5 1.243, N10 1.340, C11 1.518
16 C 2.68 -1.93 2.12  N10 1.452, H26 1.084, H32 1.099, H35 1.090
17 H -1.34 3.09 -1.65  O2 0.964
18 H -0.03 3.24 1.66  O9 0.965
19 H -0.93 0.56 -1.07  O7 0.964
20 H 1.69 1.80 -1.16  O1 0.967
21 H -2.17 -0.42 1.35  C13 1.083
22 H -0.49 1.46 4.74  C12 1.093
23 H -2.17 0.15 3.56  C14 1.100
24 H 0.64 -0.06 -2.53  O6 0.963
25 H -2.43 -2.35 -2.96  O4 0.967
26 H 3.73 -1.95 1.84  C16 1.084
27 H 2.45 -2.05 0.01  N10 1.022
28 H 0.30 -1.33 2.73  C11 1.086
29 H -2.02 1.61 2.89  C14 1.093
30 H -0.83 -2.24 1.76  C11 1.093
31 H -1.14 0.36 -2.64  O7 0.959
32 H 2.45 -2.84 2.69  C16 1.099
33 H 1.29 -0.38 -3.94  O6 0.959
34 H 0.63 2.78 0.38  O9 0.984
35 H 2.43 -1.17 2.85  C16 1.090
36 H 1.24 0.58 -0.36  O1 0.973
37 H 3.34 -2.17 -2.58  O8 0.961
38 H 2.46 -1.02 -2.02  O8 0.966
39 H -0.67 0.59 0.99  C13 1.085
40 H 0.27 0.02 4.21  C12 1.095
41 H -0.92 4.10 -0.57  O2 0.979
42 H 0.69 1.46 3.44  C12 1.094
43 H -2.34 -2.04 -0.76  O3 0.960
44 H -2.89 -1.05 -3.44  O4 0.967
45 H -3.25 -0.79 -0.69  O3 0.962

Values from the calculation:
Gap between HOMO and LUMO, eV: 9.98
SMILES: CCCCC(=O)NC.O.O.O.O.O.O.O.O
HOMO level, eV: -9.749

***

*three*
Entry from the Open Molecules 2025 dataset: a cluster of 9 separate species, C6H29NO9 in total (ωB97M-V/def2-TZVPD).

Each atom is followed by the atoms it is bonded to, with distances in Å.
Geometry (Å):
1 O -0.24 0.46 -1.71  H17 0.888, H31 0.978
2 O 0.22 -4.16 -2.01  H25 0.964, H30 0.870
3 O 2.58 -3.09 -1.33  H19 0.878, H20 0.980
4 O -2.87 1.65 -2.42  H22 1.010, H27 1.072
5 O 2.96 1.61 2.50  H35 0.971, H38 0.960
6 O 0.48 2.76 0.63  C11 1.185
7 O 2.12 -0.58 -2.18  H18 0.963, H24 0.937
8 O 0.69 -1.24 -4.14  H21 0.950, H33 1.056
9 O 0.54 0.84 4.03  H32 1.078, H41 0.975
10 N -1.35 1.99 1.95  C11 1.403, C13 1.498, H26 1.075
11 C -0.21 2.72 1.60  O6 1.185, N10 1.403, H23 1.020
12 C -1.41 -0.42 1.66  C13 1.590, C14 1.536, H36 1.197, H42 1.182
13 C -1.87 0.95 1.00  N10 1.498, C12 1.590, C16 1.587, H37 1.162
14 C -0.73 -1.33 0.62  C12 1.536, C15 1.606, H29 1.059, H40 1.145
15 C 0.86 -1.41 0.84  C14 1.606, H28 1.049, H44 1.048, H45 1.122
16 C -3.42 0.98 0.66  C13 1.587, H34 1.042, H39 1.052, H43 1.108
17 H 0.50 0.07 -2.02  O1 0.888
18 H 2.42 -1.37 -1.72  O7 0.963
19 H 2.30 -3.77 -1.82  O3 0.878
20 H 3.46 -3.28 -0.95  O3 0.980
21 H -0.22 -1.36 -3.88  O8 0.950
22 H -2.34 1.66 -1.56  O4 1.010
23 H 0.20 3.13 2.44  C11 1.020
24 H 2.79 -0.37 -2.81  O7 0.937
25 H -0.61 -3.69 -2.14  O2 0.964
26 H -2.07 2.25 2.71  N10 1.075
27 H -2.15 1.75 -3.22  O4 1.072
28 H 1.14 -0.70 1.56  C15 1.049
29 H -1.15 -2.30 0.70  C14 1.059
30 H 0.79 -3.82 -1.45  O2 0.870
31 H -0.07 1.15 -1.04  O1 0.978
32 H -0.25 0.12 4.16  O9 1.078
33 H 0.81 -0.61 -3.30  O8 1.056
34 H -3.98 0.66 1.48  C16 1.042
35 H 2.69 1.22 1.65  O5 0.971
36 H -0.66 -0.29 2.58  C12 1.197
37 H -1.23 0.96 0.03  C13 1.162
38 H 3.22 0.93 3.13  O5 0.960
39 H -3.72 0.43 -0.18  C16 1.052
40 H -0.87 -0.82 -0.39  C14 1.145
41 H 0.51 1.27 3.15  O9 0.975
42 H -2.36 -0.81 2.24  C12 1.182
43 H -3.68 2.05 0.52  C16 1.108
44 H 1.24 -2.32 1.17  C15 1.048
45 H 1.58 -0.96 0.10  C15 1.122

Values from the calculation:
Gap between HOMO and LUMO, eV: 9.99
SMILES: CCC[C@@H](C)NC=O.O.O.O.O.O.O.O.O
HOMO level, eV: -9.927

***

*two* has the most favorable energy; the next structure is 0.1915 hartree above.

***

*one*
Entry from the Open Molecules 2025 dataset: the molecule C2HFN2OS (ωB97M-V/def2-TZVPD).

Each atom is followed by the atoms it is bonded to, with distances in Å.
Geometry (Å):
1 S 0.47 -1.15 1.74  C7 1.757, H8 1.496
2 F -1.83 -0.32 -0.42  C6 1.318
3 O 1.07 1.18 -1.24  N4 1.378, N5 1.345
4 N 1.61 0.38 -0.25  O3 1.378, C7 1.320
5 N -0.24 0.94 -1.48  O3 1.345, C6 1.267
6 C -0.60 0.13 -0.58  F2 1.318, N5 1.267, C7 1.451
7 C 0.53 -0.17 0.28  S1 1.757, N4 1.320, C6 1.451
8 H -1.01 -0.99 1.94  S1 1.496

Values from the calculation:
Gap between HOMO and LUMO, eV: 10.12
SMILES: Fc1nonc1S
HOMO level, eV: -9.930

***

*two*
Entry from the Open Molecules 2025 dataset: the molecule C2HFN2OS (ωB97M-V/def2-TZVPD).

Each atom is followed by the atoms it is bonded to, with distances in Å.
Geometry (Å):
1 S -1.11 -1.83 0.06  C7 1.745, H8 1.328
2 F 1.40 -0.14 -1.31  C6 1.316
3 O -0.15 1.75 1.01  N4 1.364, N5 1.354
4 N -0.92 0.63 1.14  O3 1.364, C7 1.301
5 N 0.82 1.59 0.08  O3 1.354, C6 1.285
6 C 0.65 0.40 -0.37  F2 1.316, N5 1.285, C7 1.423
7 C -0.45 -0.23 0.28  S1 1.745, N4 1.301, C6 1.423
8 H -0.24 -2.16 -0.88  S1 1.328

Values from the calculation:
Gap between HOMO and LUMO, eV: 10.47
SMILES: Fc1nonc1S
HOMO level, eV: -9.992

***

*two* has the most favorable energy; the next structure is 0.0179 hartree above.